Formula: C4H12O3
Source: OMol25
Level of theory: wB97M-V/def2-TZVPD

Positions of all 19 atoms, in Å:
1 C 2.03288 1.73288 0.23119
2 C 0.72829 1.03811 0.51216
3 C -0.48382 1.57653 0.66727
4 C -1.65557 0.78503 1.13908
5 O -2.46627 0.31820 0.03699
6 H 2.39451 2.37896 1.03732
7 H 2.80954 0.96975 0.28111
8 H 2.08422 2.17184 -0.76669
9 H 0.76426 -0.05508 0.50548
10 H -0.65128 2.62486 0.43833
11 H -2.25844 1.40137 1.80993
12 H -1.36944 -0.17477 1.58316
13 H -3.14741 0.93729 -0.15913
14 O 1.30056 -3.92314 -0.16518
15 H 0.55085 -4.48532 0.10254
16 H 1.12459 -3.97992 -1.10418
17 O -0.38764 -1.41655 -2.22701
18 H -1.33685 -1.29204 -2.03303
19 H -0.03299 -0.60799 -1.88934

Cartesian forces (eV/Å) of the 6 atoms listed first:
0.554 -0.851 0.193
-0.534 -0.065 -0.197
0.775 -0.012 -0.044
-0.387 -0.677 -0.955
0.508 -0.538 0.068
-0.667 0.532 -0.311

Computed properties:
Energy relative to the best compared isomer or geometry (same formula, charge and spin) = 130.7 kJ/mol
Kohn-Sham gap = 10.34 eV
Energy = -10483.7846 eV
M = 108.137 u
SMILES string = C/C=C/CO.O.O
Net charge = 0
HOMO = -9.5893 eV
LUMO = 0.8 eV
Maximum force = 1.3 eV/Å